1.
# C49H93BN6O10P2SSi4Y

C49H93BN6O10P2SSi4Y as an isolated structure in a non-equilibrium geometry (the ωB97M-V functional and the def2-TZVPD basis, the OMol25 dataset).

Last column: Mulliken charge in e.
Positions of all 167 atoms, in Å:
Y -0.10 -0.55 0.11  -1.075
S 0.43 0.75 3.90  1.153
P -3.33 -0.83 2.06  1.149
P -2.57 1.81 0.81  0.113
Si -0.61 -4.27 2.77  0.545
Si -1.68 -4.74 -0.61  0.436
Si 1.79 -4.65 0.17  0.848
Si -0.18 -3.42 0.60  0.323
O 2.48 2.47 -0.13  -0.803
O 0.15 -0.34 2.85  -1.666
O -2.60 -0.53 3.47  -0.823
O -1.86 1.21 -0.36  -0.336
O -3.28 3.19 0.41  -0.511
O 0.82 1.70 1.17  4.138
O -2.23 -1.18 1.08  -0.037
O -1.58 2.21 1.96  -0.722
O -4.50 -1.70 2.25  -0.927
O -4.26 1.66 2.77  -0.653
N 0.67 2.13 -2.26  0.503
N 2.85 -0.70 -1.82  0.975
N 0.51 -1.04 -3.34  0.966
N 1.55 1.41 -3.06  0.860
N 2.62 -0.45 -0.48  1.168
N -0.70 -0.95 -2.66  0.857
C -3.44 -1.25 -1.70  0.250
C -3.52 -4.37 -0.33  -1.027
C -3.92 0.88 1.61  1.070
C 6.38 -1.05 -3.15  -1.784
C 0.68 3.37 -2.68  -0.389
C 0.26 -3.37 4.19  -0.497
C 3.74 -0.60 0.19  -1.157
C 2.96 4.64 1.47  -0.419
C 2.16 0.53 4.40  0.281
C -3.88 -0.63 -4.09  -1.814
C 1.12 5.31 3.44  -1.459
C 1.39 -3.78 -5.21  -1.559
C 1.03 -0.28 6.37  -0.644
C 2.08 2.27 -4.00  0.107
C -3.11 -1.56 -3.14  0.858
C -1.57 -6.60 -0.31  -1.188
C 4.57 -1.18 2.53  -1.697
C 4.73 1.13 1.64  -1.809
C 2.60 -4.09 -1.45  -0.158
C -2.42 -4.42 3.22  -0.964
C 3.09 2.04 -5.08  0.389
C 2.97 -4.27 1.60  0.020
C 0.29 -1.68 -4.53  0.859
C -0.97 4.02 -0.91  -1.735
C 0.05 -6.04 2.99  -1.212
C 3.16 5.77 2.25  -0.896
C 1.84 3.83 1.67  0.699
C -1.06 -1.92 -4.63  -1.281
C 0.92 4.18 2.65  0.049
C 2.57 1.06 -6.14  -1.361
C -5.12 0.79 0.67  -1.722
C 4.16 -1.13 -1.93  0.101
C -1.25 -4.63 -2.45  -0.354
C 5.03 -1.80 -3.00  0.751
C 1.55 3.51 -3.78  -1.441
C 4.44 1.67 -4.46  -1.597
C 3.89 -0.15 1.62  3.059
C 0.83 5.62 -1.64  -1.588
C 2.25 6.11 3.24  -0.516
C 4.40 -2.13 -4.33  -1.013
C 4.74 -1.05 -0.68  -1.363
C -1.64 -1.46 -3.45  -1.268
C 0.80 -2.08 -6.95  -1.870
C -0.11 4.48 -2.07  0.766
C 1.72 2.59 0.80  -0.871
C 1.87 -6.54 0.03  -1.657
C 2.15 0.65 5.92  -0.941
C 1.26 -2.28 -5.51  1.805
C -0.18 0.05 5.49  -0.739
B 1.55 -0.10 -2.58  2.391
H 2.83 -5.00 2.41  0.435
H -0.81 -0.81 5.26  0.215
H 4.82 2.52 -3.89  0.475
H -4.05 -4.24 -1.28  0.470
H -5.81 0.05 1.07  0.437
H -0.35 3.72 -0.06  0.453
H -0.29 -3.48 5.13  0.503
H -2.94 -3.46 3.19  0.243
H 6.29 0.02 -2.94  0.360
H -0.77 4.88 -2.84  0.608
H 1.77 4.40 -4.35  0.423
H 5.27 -2.76 -2.55  0.549
H -0.80 0.83 5.93  0.668
H -1.57 3.16 -1.20  -0.150
H 4.04 -1.24 -4.85  0.024
H -3.88 1.22 3.54  0.399
H -3.67 -0.85 -5.13  0.431
H 1.61 -2.36 -7.64  0.457
H 1.92 1.58 -6.83  0.466
H -5.62 1.76 0.60  0.359
H -0.56 -6.98 -0.51  0.252
H -0.76 -3.69 -2.70  -0.768
H -3.40 -2.59 -3.36  0.345
H 5.56 -1.43 2.14  0.401
H -1.64 4.82 -0.57  0.528
H 0.36 -2.30 3.97  -0.398
H -0.56 -5.44 -2.71  0.541
H -1.63 -0.53 3.28  -0.289
H 2.34 -4.80 -2.25  0.529
H 1.49 -6.89 -0.94  0.367
H 0.91 0.08 -1.61  -2.334
H 4.02 -4.28 1.30  0.679
H -2.89 -1.90 -1.02  -1.239
H -0.17 -6.40 4.00  0.424
H 4.31 0.86 -3.75  0.171
H 1.69 -3.95 -4.17  0.077
H -2.95 -5.08 2.51  0.183
H 0.42 -4.27 -5.35  0.354
H 0.26 6.42 -1.15  0.430
H -4.80 0.47 -0.33  0.264
H 1.92 1.68 6.20  0.335
H 4.04 6.39 2.08  0.413
H 4.32 1.88 0.97  0.195
H 3.69 -4.05 -1.37  0.243
H 1.27 -3.77 4.33  0.391
H 4.78 1.55 2.65  0.449
H 1.28 -7.03 0.82  0.405
H 5.18 1.39 -5.21  0.431
H 2.88 0.06 1.97  -2.016
H -0.41 -6.74 2.27  0.180
H 3.11 0.38 6.35  0.417
H -4.96 -0.73 -3.92  0.470
H 3.23 3.00 -5.57  0.581
H 0.53 -1.04 -7.14  0.320
H -0.07 -2.70 -7.18  0.430
H -1.57 -2.43 -5.44  0.552
H 5.76 -1.32 -0.43  0.417
H 4.00 -2.11 2.61  0.193
H 3.65 4.36 0.69  0.388
H 1.37 6.04 -2.49  0.436
H 0.40 5.58 4.20  0.469
H -2.54 -4.83 4.23  0.417
H 5.75 0.91 1.31  0.459
H 7.13 -1.45 -2.46  0.428
H -0.60 2.14 1.66  -0.633
H -1.83 -6.88 0.72  0.207
H 0.02 3.60 2.80  0.886
H -4.50 -1.40 -1.51  0.915
H -3.17 -0.22 -1.47  -0.823
H 2.90 -6.88 0.13  0.418
H 2.23 -1.83 -5.39  -0.932
H 1.98 0.29 -5.66  0.095
H 2.76 1.29 3.90  0.218
H 3.38 0.60 -6.71  0.298
H -2.14 -4.72 -3.09  0.595
H 4.69 -0.76 3.53  0.497
H -3.60 0.41 -3.90  0.237
H 1.32 -1.32 6.22  0.164
H -3.98 -5.20 0.21  0.451
H 6.77 -1.16 -4.17  0.418
H 1.56 5.24 -0.92  0.205
H -3.67 -3.47 0.27  0.064
H 2.40 6.99 3.85  0.398
H 0.79 -0.15 7.43  0.458
H -3.79 3.52 1.17  0.406
H -2.26 -7.12 -0.99  0.412
H 2.24 -3.10 -1.75  -0.620
H 2.45 -0.47 4.07  -0.265
H 5.14 -2.61 -4.98  0.336
H 1.13 -6.08 2.84  0.227
H 2.13 -4.25 -5.87  0.448
H 3.58 -2.83 -4.18  -0.122
H 2.73 -3.29 2.01  -1.244

Results
**Kohn-Sham gap**: 6.929 eV
**Net charge**: -1
**Largest force on an atom**: 1.65 eV Å⁻¹

2.
# C49H97F6N12O16

A 9-piece molecular cluster, C49H97F6N12O16 overall in a non-equilibrium geometry (the ωB97M-V functional and the def2-TZVPD basis, the OMol25 dataset).

Last column: Mulliken charge in e.
Positions of all 180 atoms, in Å:
F 3.26 -0.02 -0.99  0.030
F 4.79 1.90 -1.17  -0.356
F 2.17 3.54 0.51  -0.239
F 3.45 3.27 -2.06  -0.250
F 2.94 0.95 -2.90  -0.317
F 3.56 1.93 1.25  -0.081
O -5.26 -0.45 2.63  -0.433
O 0.93 -2.90 -3.49  -0.539
O 11.03 6.82 -0.47  -0.573
O -4.18 -2.98 -0.38  -0.565
O 6.78 -1.61 4.56  -0.549
O -0.76 0.33 -7.04  -0.647
O -8.20 -6.54 -2.15  -0.646
O -4.50 3.43 3.19  -0.667
O -3.15 -0.44 2.50  -0.094
O 5.59 3.67 1.17  -0.469
O 6.00 -3.75 -1.25  -0.560
O 2.20 -4.33 4.62  -0.372
O 4.25 5.03 0.05  -0.435
O 0.78 2.24 -1.69  -0.319
O 4.13 -3.59 5.49  -0.476
O -2.71 3.93 -1.33  -0.716
N -5.16 3.36 5.38  0.063
N 0.13 0.03 -1.25  1.955
N -6.22 -3.95 -0.72  0.176
N -1.83 0.11 -4.49  -0.309
N -9.06 -8.63 -1.86  0.097
N -1.11 -4.49 -2.81  -0.711
N -2.84 6.11 -1.99  0.176
N 6.39 0.63 4.84  0.259
N -0.89 2.49 -7.73  0.096
N -4.35 -0.98 2.10  0.037
N 6.54 -2.23 0.35  0.275
N 8.85 6.16 -0.62  0.145
C -1.11 0.37 -2.05  0.196
C 5.93 0.81 3.48  -0.677
C 3.00 -3.40 5.23  0.798
C 1.11 1.15 -1.48  -0.700
C 0.62 -2.57 1.04  -0.440
C 8.96 5.88 -2.04  -0.955
C -9.55 -8.31 -0.52  -0.890
C -0.03 -2.30 -2.61  -0.379
C -2.32 5.09 -1.28  0.194
C 1.90 -4.48 2.14  -0.530
C -2.71 0.52 -0.14  -1.939
C 6.43 1.77 5.73  -0.972
C 3.48 2.33 -1.14  0.225
C 7.58 5.95 0.05  -0.949
C -0.64 -3.48 -1.80  0.229
C 4.46 3.97 0.49  -0.601
C -1.98 2.21 -8.64  -0.980
C -4.77 2.81 4.21  0.517
C -0.37 1.48 -7.00  0.295
C 5.29 -1.52 0.19  -0.624
C 7.50 -1.75 1.33  -0.847
C 2.36 -2.06 5.64  -0.705
C -0.20 -0.10 0.25  1.818
C 0.08 1.28 1.00  -0.774
C -7.63 -3.99 -0.39  -0.785
C 0.76 -1.16 -1.91  -0.849
C 9.94 6.62 0.04  0.115
C -1.76 2.39 2.53  -0.918
C -5.29 4.81 5.46  -0.953
C 6.78 -0.61 5.25  -0.029
C -2.11 1.34 -1.33  -0.333
C 2.66 1.04 -1.55  0.654
C -5.69 -4.90 -1.69  -0.664
C -5.38 -3.07 -0.15  0.246
C 0.78 -1.02 1.05  -0.455
C -0.47 1.47 2.44  -1.000
C 2.77 -4.86 3.41  -0.753
C -2.33 7.46 -1.88  -0.941
C -5.47 2.56 6.55  -0.927
C -2.11 -1.17 1.80  -1.146
C 3.30 2.88 0.30  1.417
C -8.42 -7.67 -2.55  0.113
C -0.91 0.77 -3.55  -1.653
C -3.96 5.84 -2.88  -0.918
C 1.13 -3.14 2.42  -0.515
C 6.77 -3.31 -0.42  -0.027
C -0.38 3.85 -7.63  -0.965
C -9.28 -9.96 -2.39  -0.923
C -1.70 -0.56 0.44  1.367
H -8.86 -10.05 -3.39  0.293
H 7.04 -1.77 2.32  0.350
H 1.20 -5.32 1.97  0.316
H 6.82 6.57 -0.42  0.341
H -1.80 -0.50 -2.15  0.550
H 8.01 5.52 -2.42  0.332
H -1.19 4.51 -7.31  0.347
H -0.55 0.56 3.06  0.091
H -1.38 -0.68 -4.95  0.346
H 0.30 -3.38 3.11  0.349
H -3.13 8.13 -1.54  0.351
H -1.48 5.40 -0.64  0.189
H -2.57 1.94 3.10  -0.218
H -4.27 6.76 -3.38  0.384
H 5.20 -1.17 -0.84  0.296
H 5.66 1.85 3.31  0.472
H -0.81 -1.98 -3.33  -0.356
H -10.25 -7.48 -0.58  0.294
H 1.42 -2.26 6.21  0.320
H 8.39 -2.37 1.34  0.360
H -1.18 1.85 -3.62  0.639
H -3.54 -0.08 -0.57  0.465
H -2.83 1.81 -8.08  0.291
H -1.50 7.51 -1.18  0.293
H 7.11 -0.63 6.30  0.280
H -2.70 -0.14 -4.04  0.275
H 1.35 -3.65 -3.03  0.522
H -0.02 4.17 -8.61  0.365
H -8.09 -8.01 -3.55  0.277
H 0.16 -4.02 -1.25  0.390
H 1.89 -2.46 2.85  -0.213
H -6.49 -5.55 -2.05  0.178
H -2.93 1.49 -2.06  1.221
H 4.46 -2.21 0.39  0.094
H -1.66 1.46 -9.37  0.303
H 9.76 6.81 1.11  0.258
H -0.34 2.16 0.46  0.677
H -5.33 1.50 6.33  0.299
H 7.75 -3.78 -0.23  0.309
H -2.29 3.12 -9.16  0.401
H 0.45 1.80 -6.34  0.225
H -4.79 5.43 -2.31  0.290
H -1.99 7.80 -2.86  0.354
H -4.71 1.71 4.25  0.060
H 7.79 -0.72 1.08  0.233
H 7.30 4.90 -0.04  0.378
H -7.87 -3.22 0.35  0.301
H 7.65 6.20 1.11  0.274
H 1.33 -2.98 0.30  0.446
H -5.25 -4.35 -2.52  0.252
H -1.51 3.34 3.06  0.528
H 6.79 1.49 6.71  0.318
H -0.39 -2.96 0.87  0.399
H 5.42 2.18 5.83  0.326
H 3.02 -1.49 6.32  0.332
H -10.35 -10.16 -2.43  0.348
H -3.16 1.15 0.65  0.568
H -10.04 -9.18 -0.09  0.374
H 0.29 2.08 2.98  0.879
H -7.88 -4.97 0.02  0.240
H -8.80 -10.69 -1.74  0.347
H -6.50 2.73 6.85  0.350
H -6.01 5.15 4.72  0.298
H 9.25 6.79 -2.57  0.319
H -1.71 2.35 -1.09  -0.876
H -2.07 2.71 1.52  0.172
H 5.07 0.17 3.30  0.152
H -4.32 5.27 5.23  0.277
H -2.56 -2.17 1.64  0.573
H -2.10 -4.26 -2.95  0.257
H -8.71 -8.01 0.11  0.262
H 6.73 0.52 2.79  0.032
H -1.15 -5.40 -2.35  0.315
H 2.12 -1.43 4.77  -0.012
H -1.32 -1.33 2.55  0.138
H 9.73 5.12 -2.20  0.314
H 1.62 -1.62 -1.39  0.737
H 1.28 -0.75 -2.81  0.491
H 3.80 -4.50 3.22  0.266
H 0.43 3.91 -6.91  0.309
H 7.09 2.54 5.31  0.325
H -1.80 -1.42 -0.26  -0.297
H -3.65 5.10 -3.63  0.259
H 1.18 1.33 1.11  -0.369
H 2.58 -4.39 1.27  0.377
H 5.89 2.80 0.84  0.372
H -4.80 2.85 7.36  0.346
H 0.12 0.70 -3.96  0.239
H -5.88 -2.40 0.57  0.152
H -4.91 -5.51 -1.22  0.282
H 5.23 -0.68 0.87  0.063
H -1.53 -3.26 -1.19  -0.023
H 0.86 -0.74 2.12  0.828
H -5.61 5.10 6.45  0.396
H 1.80 -0.81 0.66  -0.704
H 2.83 -5.96 3.51  0.425
H -8.21 -3.82 -1.29  0.297

Results
**Kohn-Sham gap**: 7.298 eV
**Net charge**: +1
**Largest force on an atom**: 4.14 eV Å⁻¹

Computed energy relative to the best compared isomer or geometry (same formula, charge and spin), in the same sequence as the records: 0.0 208.7 kJ/mol.